Computed, not measured: a single C31H46N3O3PS2 molecule, with wB97M-V/def2-TZVPD.

The value obtained for the gap between HOMO and LUMO is 8.14 eV. Its LUMO energy is -0.368 eV. Its structure (SMILES) is CCCCC[C@@]1(CCCSC(=S)N(c2ccccc2)c2ccccc2)CO[C@@](CCN)(CCOC(C)=O)[C@@H]1[PH2]=N. Its net charge is 0. The HOMO energy is -8.51 eV.

XYZ file:
```
86
Properties=species:S:1:pos:R:3:forces:R:3:mulliken_charge:R:1
C 5.4187 0.3486 3.0524 0.168 0.462 -0.142 -1.191
C 5.0578 1.7982 2.6399 0.061 0.064 0.090 -0.333
C 3.8002 2.3146 3.3677 -0.239 -1.067 -0.226 -1.025
C 2.5258 1.6608 2.7565 0.007 1.163 0.144 0.293
C 1.8104 2.5991 1.7482 0.520 -0.202 -0.910 -1.420
C 1.1672 1.8165 0.5374 0.372 -0.231 1.491 2.424
C 2.3675 1.5234 -0.3749 -0.488 -0.436 -1.433 -1.554
C 2.0902 0.4172 -1.4134 -0.606 -0.092 0.276 -0.073
C 2.1306 -1.0169 -0.7922 0.319 1.144 -0.780 0.329
S 3.1006 -2.1054 -1.8866 -0.479 -0.353 0.133 -0.308
C 2.1893 -3.5915 -2.1439 0.083 -0.569 -0.086 0.213
S 2.9317 -4.7865 -2.9487 0.005 0.198 -0.138 -0.183
N 0.8476 -3.8127 -1.6583 0.586 1.657 0.487 0.211
C 0.7215 -3.6077 -0.2465 -0.164 -0.231 -0.086 -0.082
C -0.4710 -3.2236 0.3340 -0.908 0.198 -0.413 0.042
C -0.5689 -3.0094 1.6873 -0.745 0.267 0.616 -0.505
C 0.5041 -3.1708 2.5310 -0.149 0.228 0.137 -0.621
C 1.6934 -3.5535 1.9500 0.519 -0.036 1.221 -0.656
C 1.8016 -3.7756 0.6066 0.905 -0.573 -0.718 0.039
C -0.1745 -3.1749 -2.4551 -0.461 -1.131 -0.118 -0.841
C -1.3508 -3.8929 -2.6423 0.123 -0.722 0.453 0.070
C -2.3642 -3.3801 -3.3975 -1.317 0.113 -0.593 -0.541
C -2.2688 -2.1325 -3.9911 -0.106 0.430 -0.305 -0.647
C -1.1124 -1.4157 -3.8171 0.260 0.180 -0.115 -0.580
C -0.0799 -1.9540 -3.0680 1.051 0.993 0.021 0.386
C 0.4220 0.6261 1.2098 -0.682 0.912 1.170 -2.014
O -0.7850 0.3472 0.5325 0.942 -0.487 -0.749 -0.178
C -1.2891 1.5604 -0.1095 0.727 -1.744 0.174 0.488
C -1.6875 1.0015 -1.5101 -0.446 1.137 0.417 -0.066
C -2.9904 1.5564 -2.1118 0.014 -0.935 -0.985 -1.142
N -4.0244 0.5003 -2.0099 -0.039 0.385 0.002 -0.358
C -2.4217 2.0378 0.8148 -0.031 0.388 -0.613 -1.136
C -3.4850 0.9708 1.1083 0.257 0.242 1.004 -0.801
O -4.7916 1.5692 0.9656 -0.135 -0.881 -0.538 -0.389
C -5.7854 0.7002 0.5880 -1.120 0.139 -1.426 0.729
C -5.9805 -0.6182 1.3332 0.418 0.436 -0.033 -0.815
O -6.5261 0.9991 -0.3280 0.719 0.015 1.365 -0.587
C -0.0593 2.5316 -0.0902 -1.167 0.391 0.248 -1.018
P 0.2007 3.6339 -1.5298 1.107 1.189 1.060 0.682
N 1.0349 4.9118 -1.1127 -0.218 -0.566 0.024 -1.010
H 6.1869 0.4004 3.8301 -0.273 -0.318 0.061 0.337
H 4.5395 -0.1978 3.4100 0.178 0.077 0.093 0.311
H 5.8330 -0.2261 2.2172 0.002 0.138 0.116 0.314
H 4.9427 1.8175 1.5486 -0.193 0.292 0.156 0.164
H 5.8841 2.4787 2.8767 0.020 -0.240 -0.143 0.457
H 3.8607 1.9518 4.4023 0.150 0.389 -0.031 0.446
H 3.7403 3.4067 3.3712 -0.043 -0.137 -0.005 0.392
H 2.8601 0.7478 2.2536 -0.325 -0.063 0.214 -0.249
H 1.8153 1.4439 3.5602 0.171 -0.394 -0.181 0.404
H 2.5965 3.2298 1.3057 -0.328 0.243 0.176 0.573
H 1.0754 3.2384 2.2501 0.121 -0.109 -0.002 0.163
H 3.2796 1.2820 0.1792 -0.245 0.008 0.158 0.013
H 2.5947 2.4416 -0.9391 0.000 -0.034 0.309 0.643
H 1.0586 0.5791 -1.7604 0.268 -0.103 -0.112 -0.867
H 2.7071 0.4977 -2.3154 0.210 0.040 0.339 0.774
H 1.0947 -1.3289 -0.6740 0.354 -0.314 0.266 -0.636
H 2.6791 -0.9521 0.1515 -0.306 -0.372 0.020 0.892
H -1.3716 -3.0353 -0.2397 0.232 -0.093 -0.172 0.046
H -1.5254 -2.6815 2.0879 0.105 -0.061 -0.066 0.326
H 0.4105 -2.9712 3.5924 0.094 -0.092 -0.083 0.431
H 2.5568 -3.6820 2.5984 0.030 -0.048 -0.249 0.408
H 2.7701 -4.0834 0.2215 -0.172 0.009 -0.051 0.454
H -1.4775 -4.8692 -2.1824 0.210 0.104 -0.047 0.458
H -3.2862 -3.9284 -3.5750 0.223 -0.175 0.233 0.392
H -3.0631 -1.7125 -4.6012 -0.040 -0.233 0.102 0.455
H -0.9633 -0.4353 -4.2602 -0.131 -0.122 -0.030 0.294
H 0.8233 -1.3583 -2.9909 -0.038 -0.191 0.030 0.500
H 1.0422 -0.2392 1.4498 -0.400 -0.235 -0.569 0.150
H 0.0640 0.9895 2.1948 0.556 0.054 -0.032 0.633
H -0.8431 1.1638 -2.1906 -0.166 -0.090 0.066 0.389
H -1.7997 -0.0787 -1.3857 0.072 0.174 -0.056 -0.180
H -2.8524 1.7683 -3.1866 0.312 0.298 0.291 0.470
H -3.3433 2.4810 -1.6481 0.002 -0.209 0.096 0.343
H -3.6596 -0.3589 -2.4134 0.079 0.122 -0.016 0.061
H -4.8008 0.7765 -2.6052 -0.201 -0.135 0.334 0.288
H -2.8906 2.9289 0.3764 -0.085 -0.181 0.150 0.403
H -1.9796 2.3676 1.7626 0.071 -0.059 -0.191 0.617
H -3.3825 0.6741 2.1620 0.037 -0.103 -0.221 0.495
H -3.3452 0.0740 0.5017 -0.247 0.288 -0.195 0.327
H -6.6473 -1.2471 0.7452 0.193 0.081 -0.039 0.339
H -5.0151 -1.1080 1.4913 -0.252 -0.069 0.109 0.184
H -6.4656 -0.4431 2.2998 0.252 0.109 -0.076 0.275
H -0.3681 3.2496 0.6873 0.257 0.257 -0.400 1.024
H -1.0671 4.0275 -2.0365 0.118 -0.763 -0.217 0.087
H 0.8854 2.8978 -2.5271 -0.700 -0.179 -0.174 0.051
H 1.2469 4.8205 -0.1219 0.164 0.360 -0.090 0.318
```
Forces are in eV/Å.